1.
The following is a quantum chemistry calculation of a structure of composition C49H47Cl2N4O2Ta, from OMol25.

Structure (ORCA input):
```
! RIJCOSX wB97M-V def2-TZVPD def2/J DEFGRID3
* xyz 2 1
Ta -0.520 -0.566 0.002
C -3.608 3.116 1.860
C -3.325 1.808 1.169
C -2.925 0.703 1.934
C -2.614 0.880 3.397
C -2.859 -0.564 1.338
C -2.756 -1.813 2.184
C -3.137 -0.707 -0.058
C -3.509 -2.073 -0.597
C -3.306 0.452 -0.849
C -3.507 0.309 -2.336
C -3.419 1.706 -0.221
C -3.647 2.936 -1.060
H -2.720 3.757 1.894
H -3.939 2.961 2.883
H -4.391 3.670 1.348
H -3.518 0.803 4.006
H -2.175 1.858 3.590
H -1.916 0.129 3.757
H -3.753 -2.082 2.544
H -2.121 -1.676 3.055
H -2.381 -2.666 1.621
H -2.782 -2.847 -0.370
H -3.642 -2.059 -1.673
H -4.457 -2.361 -0.137
H -4.548 0.062 -2.559
H -2.874 -0.478 -2.747
H -3.282 1.230 -2.868
H -4.667 2.970 -1.449
H -2.978 2.949 -1.921
H -3.473 3.851 -0.501
Cl 0.890 -4.199 0.140
C 0.530 -4.059 -1.542
C 1.015 -5.049 -2.418
C 0.761 -4.954 -3.753
Cl 1.377 -6.168 -4.811
C 0.002 -3.875 -4.285
C -0.288 -3.717 -5.660
C -1.021 -2.641 -6.064
C -1.473 -1.725 -5.092
N -1.227 -1.832 -3.811
C -0.490 -2.895 -3.401
C -0.203 -3.003 -2.007
O -0.649 -2.016 -1.203
H 1.592 -5.873 -2.023
H 0.074 -4.448 -6.369
H -1.264 -2.487 -7.105
H -2.067 -0.869 -5.399
N -0.532 1.563 0.449
C -0.097 2.628 0.608
N 0.439 3.787 0.768
C 0.196 4.623 1.961
C -0.536 5.882 1.523
O 0.183 6.538 0.501
C 0.293 5.748 -0.665
C 1.079 4.480 -0.375
H 1.171 4.879 2.379
H -0.364 4.049 2.698
H -0.622 6.579 2.354
H -1.545 5.628 1.168
H 0.810 6.350 -1.410
H -0.705 5.494 -1.047
H 2.099 4.727 -0.077
H 1.109 3.805 -1.230
C 4.619 -1.485 -2.606
C 4.013 -1.885 -1.398
C 2.818 -1.350 -1.008
C 2.138 -0.397 -1.804
C 0.881 0.191 -1.442
C 0.269 1.044 -2.334
C 0.857 1.399 -3.568
C 2.077 0.891 -3.897
C 2.743 -0.015 -3.030
C 3.993 -0.568 -3.400
H 5.572 -1.904 -2.898
H 4.499 -2.624 -0.773
H 2.375 -1.685 -0.077
H -0.715 1.462 -2.116
H 0.334 2.064 -4.243
H 2.553 1.160 -4.833
H 4.440 -0.252 -4.335
N 0.487 -1.032 1.471
C 1.339 -1.139 2.456
C 2.182 0.031 2.766
C 2.686 0.835 1.740
C 3.466 1.935 2.051
C 3.712 2.266 3.379
C 3.188 1.488 4.402
C 2.443 0.360 4.099
C 1.520 -2.383 3.178
C 2.736 -2.659 3.822
C 2.914 -3.861 4.481
C 1.883 -4.791 4.516
C 0.673 -4.533 3.876
C 0.498 -3.343 3.201
H 2.500 0.574 0.705
H 3.904 2.523 1.255
H 4.327 3.124 3.618
H 3.373 1.749 5.435
H 2.040 -0.252 4.895
H 3.548 -1.946 3.774
H 3.856 -4.076 4.965
H 2.023 -5.728 5.039
H -0.122 -5.265 3.906
H -0.433 -3.136 2.696
*
```

Summary:
Energy   -3241.90740 a.u.
LUMO level   -6.68 eV
Energy above the lowest of the compared OMol25 structures with the same formula, charge and spin   17.42 kcal/mol
E_HOMO   -12.592 eV

Here are the Mulliken charges for atoms 1 to 6, given in e:
1 Ta -0.292
2 C -2.168
3 C 1.377
4 C 1.237
5 C -2.462
6 C 0.852

2.
The following is a quantum chemistry calculation of a structure of composition C49H48BiCl5N5O5 in a non-equilibrium geometry, from OMol25.

Structure (ORCA input):
```
! RIJCOSX wB97M-V def2-TZVPD def2/J DEFGRID3
* xyz -1 1
Bi 1.349 0.211 1.205
C 1.131 -6.239 2.358
C 0.960 -5.335 1.136
C 1.680 -4.040 1.301
C 2.936 -3.717 0.876
C 3.914 -4.566 0.132
C 4.077 -4.077 -1.310
C 3.146 -2.332 1.211
C 4.344 -1.642 1.171
C 4.504 -0.342 1.637
C 5.768 0.259 1.974
C 7.056 -0.495 2.058
C 7.003 -1.498 3.215
C 5.508 1.544 2.356
C 4.079 1.731 2.274
C 3.426 2.905 2.551
C 2.042 3.119 2.631
N 1.120 2.126 2.485
C -0.089 2.674 2.696
C -1.326 1.867 2.576
C -1.167 0.514 3.174
N -0.273 -0.355 2.662
C -0.540 -1.580 3.204
C 0.001 -2.774 2.693
C 1.129 -2.864 1.925
N 2.022 -1.829 1.778
C -1.569 -1.450 4.164
C -1.960 -0.106 4.147
C -2.989 0.630 4.952
C -4.362 0.658 4.274
C -1.996 -2.635 4.977
C -3.091 -2.408 6.008
C 0.019 4.039 2.985
C 1.381 4.340 2.916
C 2.023 5.690 3.018
C 2.110 6.223 4.449
C -1.145 4.956 3.199
C -1.773 5.353 1.861
N 3.508 0.547 1.868
C 6.486 2.541 2.884
C 6.639 2.359 4.396
H 0.582 -7.170 2.224
H 0.760 -5.740 3.250
H 2.184 -6.473 2.504
H -0.101 -5.132 0.977
H 1.341 -5.857 0.254
H 3.571 -5.606 0.123
H 4.886 -4.537 0.639
H 4.782 -4.709 -1.849
H 4.434 -3.049 -1.323
H 3.118 -4.108 -1.821
H 5.224 -2.179 0.850
H 7.889 0.191 2.226
H 7.238 -1.029 1.122
H 6.840 -0.977 4.156
H 7.931 -2.061 3.290
H 6.180 -2.194 3.077
H 4.043 3.762 2.780
H -2.185 2.387 3.010
H -0.545 -3.681 2.908
H -2.637 1.656 5.096
H -3.072 0.186 5.944
H -4.317 1.205 3.337
H -5.102 1.138 4.915
H -4.697 -0.354 4.054
H -2.335 -3.410 4.282
H -1.108 -3.029 5.485
H -2.761 -1.714 6.779
H -3.346 -3.350 6.496
H -3.988 -2.019 5.536
H 1.453 6.397 2.406
H 3.030 5.633 2.600
H 1.114 6.346 4.870
H 2.615 7.189 4.464
H 2.663 5.528 5.076
H -0.830 5.854 3.734
H -1.907 4.460 3.808
H -1.030 5.837 1.228
H -2.608 6.038 2.007
H -2.142 4.472 1.340
H 6.150 3.559 2.672
H 7.459 2.406 2.403
H 5.666 2.442 4.877
H 7.310 3.108 4.816
H 7.044 1.371 4.610
O -0.519 0.409 -4.523
C -0.438 0.986 -3.313
O 0.599 1.363 -2.841
C -1.777 1.104 -2.662
C -2.958 0.844 -3.358
C -4.161 0.958 -2.681
C -4.143 1.303 -1.342
C -2.908 1.523 -0.738
N -1.758 1.443 -1.384
C -2.831 1.809 0.729
O -3.805 2.098 1.390
O -1.596 1.704 1.156
H 0.373 0.239 -4.867
H -2.925 0.551 -4.395
H -5.091 0.758 -3.193
H -5.048 1.388 -0.762
Cl -2.945 -2.889 -4.865
C -1.715 -2.502 -3.724
C -2.043 -2.154 -2.416
Cl -3.704 -2.125 -1.947
C -1.068 -1.840 -1.494
Cl -1.522 -1.430 0.124
C 0.334 -1.825 -1.809
O 1.231 -1.540 -0.996
C 0.600 -2.172 -3.178
Cl 2.251 -2.129 -3.670
C -0.372 -2.518 -4.089
Cl 0.061 -2.962 -5.695
*
```

Summary:
Energy   -5061.75839 a.u.
LUMO level   1.63 eV
Energy above the lowest of the compared OMol25 structures with the same formula, charge and spin   28.14 kcal/mol
E_HOMO   -3.690 eV

Here are the Mulliken charges for atoms 1 to 6, given in e:
1 Bi 1.056
2 C -1.304
3 C -1.229
4 C 0.585
5 C 0.236
6 C -1.092

3.
The following is a quantum chemistry calculation of a structure of composition C49H48BrN2O4PRe, from OMol25.

Structure (ORCA input):
```
! RIJCOSX wB97M-V def2-TZVPD def2/J DEFGRID3
* xyz 2 4
Re 1.432 -0.037 0.440
C 3.263 0.584 3.082
O 3.222 0.111 1.707
C 4.170 -0.871 1.334
C 5.195 -1.299 2.150
C 6.058 -2.273 1.658
C 5.893 -2.797 0.387
C 4.859 -2.362 -0.426
C 3.986 -1.401 0.053
N 2.882 -0.877 -0.689
N 3.020 -0.851 -1.959
C 2.193 -0.113 -2.729
C 1.501 1.031 -2.243
O 1.466 1.347 -0.964
C 0.900 1.925 -3.147
C 0.927 1.663 -4.484
C 1.570 0.515 -5.024
C 1.577 0.273 -6.411
C 2.224 -0.824 -6.918
C 2.878 -1.707 -6.049
C 2.878 -1.498 -4.690
C 2.228 -0.377 -4.152
H 4.214 1.082 3.252
H 3.139 -0.264 3.754
H 2.440 1.281 3.193
H 5.346 -0.897 3.141
H 6.866 -2.622 2.286
H 6.577 -3.553 0.024
H 4.721 -2.758 -1.422
H 0.405 2.798 -2.746
H 0.443 2.348 -5.171
H 1.065 0.965 -7.068
H 2.232 -1.011 -7.983
H 3.388 -2.572 -6.453
H 3.375 -2.197 -4.034
C -2.644 -6.175 1.827
C -3.298 -5.246 0.803
C -3.551 -6.046 -0.483
C -4.634 -4.744 1.369
C -2.420 -4.035 0.493
C -1.254 -3.761 1.189
C -0.555 -2.622 0.846
Br 1.080 -2.242 1.795
C -0.928 -1.722 -0.141
O -0.208 -0.609 -0.398
C -2.098 -1.997 -0.868
C -2.800 -3.140 -0.512
C -2.542 -1.077 -2.006
C -2.701 0.362 -1.484
C -3.885 -1.500 -2.609
C -1.491 -1.128 -3.128
H -3.277 -7.050 1.977
H -2.526 -5.692 2.800
H -1.669 -6.530 1.487
H -4.136 -6.937 -0.252
H -2.613 -6.365 -0.940
H -4.113 -5.473 -1.221
H -5.295 -5.589 1.571
H -5.144 -4.083 0.666
H -4.485 -4.198 2.303
H -0.892 -4.410 1.974
H -3.704 -3.365 -1.054
H -3.410 0.395 -0.653
H -3.094 0.996 -2.282
H -1.754 0.787 -1.148
H -4.691 -1.478 -1.872
H -3.843 -2.496 -3.054
H -4.147 -0.800 -3.404
H -0.511 -0.795 -2.781
H -1.799 -0.479 -3.951
H -1.394 -2.142 -3.520
O 0.453 1.297 1.634
P -0.014 2.746 1.896
C 1.183 3.946 1.320
C 2.524 3.601 1.164
C 3.452 4.562 0.801
C 3.048 5.875 0.598
C 1.714 6.226 0.752
C 0.780 5.266 1.109
C -0.200 2.862 3.674
C -0.468 1.708 4.411
C -0.666 1.795 5.779
C -0.599 3.029 6.414
C -0.330 4.179 5.683
C -0.131 4.100 4.314
C -1.568 3.078 1.085
C -2.764 2.809 1.752
C -3.972 2.994 1.099
C -3.989 3.450 -0.212
C -2.801 3.718 -0.880
C -1.591 3.530 -0.236
H 2.852 2.576 1.310
H 4.491 4.288 0.672
H 3.774 6.625 0.315
H 1.397 7.248 0.590
H -0.260 5.548 1.214
H -0.528 0.748 3.913
H -0.878 0.901 6.351
H -0.755 3.096 7.482
H -0.273 5.138 6.180
H 0.087 5.000 3.754
H -2.756 2.469 2.780
H -4.899 2.793 1.618
H -4.935 3.604 -0.715
H -2.821 4.077 -1.900
H -0.662 3.743 -0.753
*
```

Summary:
Energy   -5299.70419 a.u.
LUMO level (spin up / spin down)   -6.19 / -6.73 eV
E_HOMO (spin up / spin down)   -12.650 / -13.050 eV

Here are the Mulliken charges for atoms 1 to 6, given in e:
1 Re 1.654
2 C -0.934
3 O 0.462
4 C 0.972
5 C -0.889
6 C -0.885

4.
The following is a quantum chemistry calculation of a cluster of 7 separate species, C49H48Cl4N3O5 in total in a non-equilibrium geometry, from OMol25.

Structure (ORCA input):
```
! RIJCOSX wB97M-V def2-TZVPD def2/J DEFGRID3
* xyz 1 1
C -2.712 0.164 8.186
N -2.118 -0.315 6.902
C -1.252 -1.365 6.962
C -0.537 -1.746 5.841
C -1.064 -1.288 4.630
C -2.093 -0.390 4.546
C -2.609 0.115 5.725
C -0.464 -1.768 3.343
C -0.285 -3.114 3.083
C 0.373 -3.425 1.896
N 0.757 -2.484 1.000
C 0.639 -1.184 1.308
C 0.001 -0.805 2.448
C 1.128 -2.939 -0.345
H -1.938 0.127 8.947
H -3.501 -0.535 8.456
H -3.101 1.168 8.055
H -1.174 -1.777 7.958
H 0.318 -2.393 5.965
H -2.478 -0.039 3.598
H -3.344 0.898 5.850
H -0.651 -3.947 3.665
H 0.578 -4.431 1.557
H 1.118 -0.447 0.654
H 0.013 0.221 2.790
H 0.469 -3.753 -0.628
H 2.139 -3.328 -0.193
H 1.221 -2.097 -1.034
C 2.294 1.047 -2.529
O 2.020 0.489 -1.290
H 3.058 1.843 -2.545
H 2.674 0.272 -3.219
H 1.394 1.500 -2.980
Cl 6.941 0.595 -0.287
C 5.178 0.626 -0.174
C 4.604 2.017 0.057
Cl 4.854 2.772 1.642
H 4.854 -0.075 0.590
H 4.811 0.375 -1.169
H 3.564 2.171 -0.226
H 5.116 2.596 -0.720
Cl 4.312 -4.087 -2.100
C 4.129 -3.098 -3.571
C 4.667 -1.711 -3.282
Cl 6.426 -1.747 -2.934
H 3.087 -3.063 -3.880
H 4.717 -3.565 -4.359
H 4.264 -1.361 -2.333
H 4.532 -0.994 -4.087
C 4.647 1.557 -6.443
C 5.905 2.282 -5.931
C 5.870 2.612 -4.464
C 4.779 3.518 -4.073
N 3.907 4.198 -3.766
H 4.511 0.575 -5.988
H 4.763 1.340 -7.508
H 3.717 2.118 -6.349
H 6.169 3.206 -6.447
H 6.721 1.599 -6.175
H 6.763 3.152 -4.136
H 5.705 1.806 -3.740
C -5.373 5.441 2.942
C -4.893 4.374 3.724
C -3.767 3.691 3.358
C -3.166 3.949 2.117
C -3.688 4.938 1.283
C -4.786 5.694 1.713
C -3.015 5.371 -0.005
O -3.391 6.303 -0.672
C -1.807 4.608 -0.380
C -1.186 4.890 -1.589
C -0.057 4.184 -1.995
C 0.470 3.194 -1.198
C -0.175 2.877 -0.005
C -1.324 3.551 0.411
C -1.988 3.151 1.672
O -1.558 2.219 2.330
H -6.194 6.067 3.262
H -5.271 4.226 4.728
H -3.346 2.898 3.961
H -5.128 6.514 1.097
H -1.559 5.729 -2.159
H 0.345 4.507 -2.947
H 1.391 2.682 -1.446
H 0.271 2.048 0.529
C -3.783 -7.222 -1.829
C -4.602 -6.919 -0.762
C -4.601 -5.684 -0.141
C -3.679 -4.749 -0.575
C -2.873 -4.983 -1.685
C -2.862 -6.269 -2.263
C -2.073 -3.899 -2.347
O -1.391 -4.072 -3.325
C -2.163 -2.572 -1.666
C -1.446 -1.495 -2.155
C -1.420 -0.230 -1.596
C -2.191 -0.016 -0.474
C -2.933 -1.044 0.094
C -2.923 -2.309 -0.493
C -3.604 -3.449 0.182
O -4.200 -3.292 1.229
H -3.878 -8.154 -2.367
H -5.370 -7.630 -0.478
H -5.310 -5.408 0.625
H -2.266 -6.435 -3.149
H -0.924 -1.578 -3.102
H -0.945 0.553 -2.168
H -2.237 0.971 -0.026
H -3.515 -0.911 0.996
*
```

Summary:
Energy   -4276.90686 a.u.
LUMO level   -4.97 eV
E_HOMO   -8.485 eV

Here are the Mulliken charges for atoms 1 to 6, given in e:
1 C -0.943
2 N 0.044
3 C -0.278
4 C -0.786
5 C 0.417
6 C -0.475